Record 1
This record from the Open Molecules 2025 dataset describes a structure of composition C27H65BN4P2RuSi4Te at a distorted geometry. The level of theory is the ωB97M-V functional and the def2-TZVPD basis.

Geometry (Å):
Te (-0.59093, -0.82366, 0.29984)
Ru (1.12552, -0.37340, -1.49551)
P (1.32159, 2.11620, -0.77887)
P (0.19405, -2.40166, -2.69178)
Si (-2.56517, 0.89443, 3.32439)
Si (-1.91474, -1.24406, 2.48262)
Si (-0.46753, -2.31467, 4.05260)
Si (-3.80138, -2.49032, 1.72945)
N (3.73329, -0.42887, -3.23802)
N (0.71683, 0.41055, -3.65524)
N (3.12687, -1.09214, -2.23241)
N (1.63616, 0.46965, -4.62695)
C (0.61118, -3.90372, -1.72503)
C (0.10018, -3.96959, 3.34223)
C (-3.19088, -4.14154, 1.03866)
C (5.33747, -1.23027, -1.92523)
C (2.33616, 4.81557, -0.96458)
C (-0.45922, 0.76381, -4.18360)
C (0.94477, -2.81022, -4.30326)
C (-3.54156, 1.78290, 1.96541)
C (2.57782, 3.35944, -1.36118)
C (-0.37576, 2.89597, -0.75000)
C (2.95077, 0.83403, 1.07353)
C (-4.63044, -1.52008, 0.33553)
C (1.03878, -1.19912, 4.30530)
C (1.82511, 1.87527, 1.01809)
C (-3.65701, 0.61701, 4.83638)
C (2.78916, 3.24429, -2.87468)
C (-0.69559, 3.55795, -2.09695)
C (-1.06173, 1.92894, 3.84624)
C (-0.29671, 1.08020, -5.52923)
C (4.08767, -1.56877, -1.42614)
C (1.05111, 0.87442, -5.76510)
C (-4.99719, -2.77016, 3.16036)
C (2.25589, 3.09684, 1.82591)
C (5.05981, -0.50385, -3.07191)
C (-1.40009, -2.54992, 5.67535)
C (-0.71021, 3.82139, 0.41639)
C (-1.58664, -2.66189, -3.03011)
B (3.14054, 0.02101, -4.62286)
H (2.02890, -2.73347, -4.22853)
H (0.85792, -4.43416, 3.97672)
H (2.45367, 2.78350, 2.85380)
H (3.23033, -0.92578, -5.36485)
H (3.49403, 3.01021, -0.87154)
H (-1.02198, 2.01639, -0.65857)
H (-5.38805, -2.12406, -0.16806)
H (-4.50587, -0.03050, 4.61105)
H (3.84289, 1.18258, 0.54738)
H (3.17547, 3.53516, 1.43693)
H (1.48135, 3.86068, 1.86164)
H (2.65566, -0.11865, 0.62201)
H (1.69703, -3.98678, -1.65538)
H (-0.82716, -3.16301, 6.37377)
H (3.80144, 0.95462, -4.98694)
H (-2.33251, -3.99024, 0.37831)
H (-0.14266, 1.58809, 3.36429)
H (0.93277, 1.45379, 1.49513)
H (0.53471, -3.83245, 2.34896)
H (3.22730, 0.62034, 2.10766)
H (-1.71962, -3.58059, -3.60139)
H (0.60287, -2.11178, -5.06771)
H (1.77746, -1.67191, 4.95595)
H (2.10858, 4.94119, 0.09008)
H (5.73187, -0.05680, -3.78529)
H (0.21699, -4.79218, -2.21964)
H (-0.53736, 3.34222, 1.38100)
H (-4.60112, 1.52672, 2.03329)
H (-5.81635, -3.42523, 2.85690)
H (3.65239, 3.84004, -3.17627)
H (3.83251, -2.13892, -0.54646)
H (-0.28408, 4.56499, -2.14776)
H (-4.04925, 1.56922, 5.20047)
H (-3.45813, 2.86800, 2.05233)
H (-4.49663, -3.23608, 4.01155)
H (-3.97477, -4.63567, 0.46084)
H (-1.97896, -1.82239, -3.60436)
H (-1.19923, 2.98344, 3.59934)
H (1.62267, 0.99090, -6.67097)
H (-1.77684, 3.63962, -2.21997)
H (-1.59349, -1.59165, 6.16040)
H (-3.09646, 0.15551, 5.65097)
H (1.92061, 3.61469, -3.42198)
H (0.66686, -3.82704, -4.58052)
H (0.75738, -0.24634, 4.75847)
H (-0.30282, 2.98632, -2.93645)
H (0.20022, -3.83687, -0.71731)
H (-0.73264, -4.66978, 3.25093)
H (-0.91156, 1.86127, 4.92564)
H (-2.13385, -2.73185, -2.08877)
H (-5.43506, -1.83018, 3.49996)
H (-0.14474, 4.75154, 0.37468)
H (6.30028, -1.47489, -1.51247)
H (-1.77151, 4.07450, 0.36160)
H (3.23692, 5.39247, -1.18242)
H (1.52644, 5.24863, -1.54925)
H (-2.88512, -4.82265, 1.83499)
H (-5.11777, -0.61753, 0.70913)
H (-3.89110, -1.21596, -0.40993)
H (-1.34747, 0.78739, -3.57113)
H (2.96810, 2.21339, -3.17913)
H (1.52260, -0.98976, 3.34730)
H (-3.19173, 1.49609, 0.97052)
H (-2.36108, -3.04214, 5.51185)
H (-1.04921, 1.39184, -6.23242)

Summary:
* energy relative to the best compared isomer or geometry (same formula, charge and spin): 102.7 kJ/mol
* largest force on an atom: 0.03318 hartree/bohr
* highest occupied orbital energy (alpha / beta): -0.3420 / -0.3993 hartree
* E_tot: -3515.1349 Eh
* net charge: +1
* 2S+1: 6

---

Record 2
This record from the Open Molecules 2025 dataset describes a structure of composition C32H37N9O4S3Sn at a distorted geometry. The level of theory is the ωB97M-V functional and the def2-TZVPD basis.

Geometry (Å):
Sn (0.03059, -0.71599, -0.89272)
S (0.92860, -2.24834, -2.82005)
S (-3.34415, 1.03320, 3.67940)
S (-1.09683, 0.24203, -2.94403)
O (3.60921, 1.73825, 0.26044)
O (0.70975, -4.13802, 0.44513)
O (-4.50491, 0.91866, 4.52095)
O (-2.08582, 0.66456, 4.28697)
N (1.11696, -0.30122, 1.60034)
N (1.94868, 0.53278, -0.77195)
N (-2.95907, 6.73732, 1.82223)
N (2.97430, -4.19316, 0.41022)
N (-3.40988, 0.26963, 2.32057)
N (1.67243, -6.15787, 0.29778)
N (-5.45133, 1.21325, 1.51895)
N (0.35617, 2.83622, -1.00892)
N (-4.32301, -0.54255, 0.40540)
C (-5.13809, -0.43475, -0.60064)
C (-2.99544, 5.41600, 2.39596)
C (2.80794, -7.02127, -0.01629)
C (0.59399, -0.69904, 2.77211)
C (4.16029, -4.90693, -0.04209)
C (2.86048, 0.79732, 2.73093)
C (2.05369, 3.89220, -2.33598)
C (2.21483, 0.40830, 1.59005)
C (-1.88255, 4.56330, 2.38247)
C (-4.39961, 0.33756, 1.42627)
C (-2.02182, 3.25710, 2.84078)
C (3.03392, -2.74665, 0.37141)
C (-0.23584, 0.77563, -5.50011)
C (1.72227, -4.78965, 0.36999)
C (-4.29309, 3.61448, 3.40476)
C (2.31936, 0.39390, 3.95745)
C (-0.06256, -0.15690, -4.32955)
C (0.42359, 5.22978, -1.18272)
C (-4.19484, 4.93678, 2.92508)
C (0.39897, -6.79383, -0.00658)
C (2.67155, 0.92803, 0.25965)
C (1.70147, -1.50472, -5.41485)
C (2.08975, 1.37658, -1.94489)
C (1.50776, 5.16618, -2.04772)
C (1.15848, -0.34277, 3.97455)
C (-6.16123, 0.51105, -0.62737)
C (0.78501, -1.20335, -4.25172)
C (-3.22028, 2.76545, 3.34260)
C (-0.12358, 4.03348, -0.75676)
C (-6.27132, 1.28233, 0.50538)
C (1.45281, 2.74994, -1.76207)
C (4.13374, -6.35324, 0.41203)
H (-3.71472, 6.77642, 1.14799)
H (-5.06601, 5.59286, 2.94068)
H (0.28139, -7.68858, 0.58036)
H (0.62140, -0.62701, 4.85807)
H (5.02214, -4.41512, 0.42759)
H (-0.95233, 1.53336, -5.22488)
H (1.89005, 6.08407, -2.47300)
H (-6.90213, 0.57226, -1.37851)
H (-7.11409, 1.97715, 0.63148)
H (-2.11493, 6.87284, 1.31682)
H (-1.17392, 2.57673, 2.80029)
H (1.24295, -2.22158, -6.10050)
H (-1.01276, 4.04807, -0.11074)
H (3.76698, 1.39408, 2.70951)
H (4.33675, -4.88437, -1.09523)
H (2.95525, 3.76253, -2.90593)
H (1.83913, -0.64366, -6.05831)
H (-5.00309, -1.08752, -1.50066)
H (3.90545, -2.42932, 0.94114)
H (0.02087, 6.20743, -0.89125)
H (-0.65587, 0.27721, -6.37219)
H (2.76252, -7.94996, 0.51626)
H (1.61880, 0.80520, -2.74168)
H (2.78516, 0.65692, 4.90291)
H (2.72137, -1.79651, -5.07160)
H (-5.21425, 3.29168, 3.82121)
H (2.83291, -7.23400, -1.09491)
H (0.73390, 1.24260, -5.84301)
H (-0.34266, -1.23605, 2.73413)
H (0.37126, -7.08061, -1.08796)
H (-0.41684, -6.11039, 0.13787)
H (-0.89813, 4.92339, 2.05826)
H (3.15424, 1.51794, -2.21731)
H (4.96584, -6.95792, 0.01567)
H (4.23492, -6.41391, 1.50180)
H (2.13631, -2.31310, 0.82416)
H (3.12083, -2.39417, -0.67138)

Summary:
* energy relative to the best compared isomer or geometry (same formula, charge and spin): 41.9 kJ/mol
* largest force on an atom: 0.03688 hartree/bohr
* highest occupied orbital energy: -0.0583 hartree
* E_tot: -3444.3522 Eh
* net charge: -2
* 2S+1: 1